[1]
DFT (ωB97M-V/def2-TZVPD) results for C4H8N2OS in the gas phase.

Summary:
Relative energy (zero: lowest compared OMol25 entry of this formula, charge and spin) (kcal per mole): 54.41
HOMO energy (eV): -8.0
SMILES string: CO/C(N)=C\C(N)=S
Frontier orbital gap (eV): 8.6678
Calculated total energy (Ha): -740.07530
E_LUMO (eV): 0.7

Atoms and positions in Å:
C 1.13224 -1.31684 1.05553
O 0.79060 -1.03163 -0.37738
C 0.63372 0.33181 -0.51083
N 1.92708 1.03784 -0.37878
C -0.46379 1.06900 -0.61456
C -1.97114 0.63341 -0.40241
N -2.28778 -0.58051 -0.10041
S -3.08486 1.59364 -0.91929
H 2.27618 -1.17260 1.20000
H 0.47965 -0.73183 1.65895
H 1.13110 -2.32229 1.05316
H 2.73915 0.44554 -0.59250
H 1.99370 1.99856 -0.80743
H -0.31235 2.17856 -0.59870
H -1.67030 -1.30622 0.19101
H -3.31319 -0.82644 0.14365

Cartesian forces (eV/Å) of the 6 atoms listed first:
C 3.082 2.381 -2.642
O -0.431 1.187 1.306
C 3.113 1.012 0.248
N -0.919 -0.220 -0.857
C -2.491 0.017 1.353
C 5.031 0.698 -1.699

Atom charges from the natural (NBO) analysis, given in e for atoms 1 to 5: -0.252 -0.537 0.489 -0.869 -0.385


[2]
DFT (ωB97M-V/def2-TZVPD) results for a molecular structure, C4H8N2OS.

Summary:
Relative energy (zero: lowest compared OMol25 entry of this formula, charge and spin) (kcal per mole): 165.93
HOMO energy (eV): -8.8
Frontier orbital gap (eV): 8.2553
Calculated total energy (Ha): -739.89760
E_LUMO (eV): -0.6

Atoms and positions in Å:
C -2.81260 0.51340 0.64049
C -2.30753 0.00449 -0.74906
C 0.44018 0.01044 -0.12085
C 1.83514 -0.49958 0.28439
H -1.92245 1.01754 1.15301
H -3.09322 -0.53045 1.16036
H -3.59985 1.36633 0.62069
H -1.94064 0.72079 -1.50683
H -3.14107 -0.39962 -1.27080
H 1.74443 -1.42765 1.26496
H 4.51503 0.29145 -0.94555
H 4.17855 -1.14809 0.62062
N 2.81392 0.24244 -0.59464
N 3.99526 -0.08893 0.12599
O 0.26805 1.14609 -0.35029
S -0.97322 -1.21865 -0.33250

Cartesian forces (eV/Å) of the 6 atoms listed first:
C 0.567 0.051 0.437
C 0.610 0.906 0.876
C 0.203 -2.730 0.326
C -0.759 1.802 -3.165
H -1.211 -1.022 -0.365
H 0.185 2.927 -0.580

Atom charges from the natural (NBO) analysis, given in e for atoms 1 to 5: -0.636 -0.516 0.401 -0.154 0.220


[3]
DFT (ωB97M-V/def2-TZVPD) results for C4H8N2OS in the gas phase.

Summary:
Relative energy (zero: lowest compared OMol25 entry of this formula, charge and spin) (kcal per mole): 83.03
HOMO energy (eV): -9.3
SMILES string: CC[S@@](C)(=O)=NC#N
Frontier orbital gap (eV): 9.6124
Calculated total energy (Ha): -740.02970
E_LUMO (eV): 0.3

Atoms and positions in Å:
C -1.69724 0.91265 -0.58335
C -0.26639 1.31691 -0.04646
S 0.54516 -0.48902 -0.30022
C -0.28390 -1.83672 0.67331
O 0.43580 -0.77660 -1.70936
N 1.84684 -0.39583 0.49762
C 2.87164 0.35996 0.28931
N 3.86255 0.93238 0.36984
H -1.62235 0.53755 -1.51113
H -2.32121 0.31011 0.00127
H -2.23894 1.88620 -0.66269
H -0.24020 1.54048 1.05301
H 0.44689 1.81144 -0.63798
H 0.19360 -2.71025 0.26936
H -0.13928 -1.52789 1.67299
H -1.39297 -1.87138 0.62447

Cartesian forces (eV/Å) of the 6 atoms listed first:
C 0.873 5.386 1.903
C -2.013 -5.195 1.527
S -1.122 1.692 1.348
C -1.129 1.848 -1.047
O 0.281 -0.141 -0.032
N -0.990 -1.987 0.038

Atom charges from the natural (NBO) analysis, given in e for atoms 1 to 5: -0.638 -0.499 1.929 -0.783 -0.918


[4]
DFT (ωB97M-V/def2-TZVPD) results for C4H8N2OS in the gas phase.

Summary:
Relative energy (zero: lowest compared OMol25 entry of this formula, charge and spin) (kcal per mole): 171.35
HOMO energy (spin up / spin down) (eV): -8.4 / -7.7
Frontier orbital gap (spin up / spin down) (eV): 7.8884 / 7.4956
Calculated total energy (Ha): -739.88896
E_LUMO (spin up / spin down) (eV): -0.5 / -0.2

Atoms and positions in Å:
C -2.73986 -0.62869 -0.27731
C -3.98262 -0.91387 -0.12022
C -1.97634 0.66202 0.27169
C 3.76901 -0.23998 -0.30972
N 1.47983 -0.70771 0.08618
N -0.63414 0.49420 0.69515
O 2.77814 -0.76278 0.54183
S 0.77683 0.68613 -0.24028
H -2.06670 -1.24085 -0.86138
H -4.84096 -0.52175 0.37301
H -1.99182 1.39560 -0.53787
H -2.56497 1.02779 1.11304
H 4.67533 -0.17357 0.29327
H 3.48506 0.75684 -0.66812
H 3.94259 -0.89783 -1.16756
H -0.48512 -0.21034 1.40935

Cartesian forces (eV/Å) of the 6 atoms listed first:
C 1.804 1.104 0.154
C -0.259 -0.168 0.044
C -1.467 -0.682 -0.929
C 0.142 0.381 -0.389
N -0.076 -1.451 0.046
N 0.989 -0.291 0.556

Atom charges from the natural (NBO) analysis, given in e for atoms 1 to 5: -0.349 -0.070 -0.239 -0.268 -0.416


[5]
DFT (ωB97M-V/def2-TZVPD) results for C4H8N2OS in the gas phase.

Summary:
Relative energy (zero: lowest compared OMol25 entry of this formula, charge and spin) (kcal per mole): 40.14
HOMO energy (eV): -8.0
SMILES string: C[C@H]1OC/C(=N\N)S1
Frontier orbital gap (eV): 8.9380
Calculated total energy (Ha): -740.09805
E_LUMO (eV): 0.9

Atoms and positions in Å:
C 0.01421 2.69250 -0.95790
C -0.27640 1.42193 -0.14122
O -0.52377 0.36142 -1.01520
C -0.51931 -0.88262 -0.36616
C 0.56206 -0.81639 0.69747
N 0.96462 -1.72118 1.49369
N 0.34860 -2.93092 1.32785
S 1.12514 0.81502 0.86351
H -0.71820 2.66381 -1.80498
H -0.13063 3.65661 -0.46659
H 1.04644 2.68069 -1.38329
H -1.11455 1.60319 0.61020
H -0.28750 -1.57613 -1.14522
H -1.48221 -1.09233 0.08379
H 0.14185 -3.22679 0.35483
H 0.84965 -3.64882 1.84922

Cartesian forces (eV/Å) of the 6 atoms listed first:
C -0.040 -0.503 -1.096
C -0.298 0.843 1.069
O -0.615 0.519 -0.605
C 0.636 0.684 0.334
C -0.083 -0.129 0.589
N -0.284 0.520 -0.634

Atom charges from the natural (NBO) analysis, given in e for atoms 1 to 5: -0.640 -0.016 -0.516 -0.143 0.010


[6]
DFT (ωB97M-V/def2-TZVPD) results for a molecular structure, C4H8N2OS.

Summary:
Relative energy (zero: lowest compared OMol25 entry of this formula, charge and spin) (kcal per mole): 160.20
HOMO energy (eV): -8.0
Frontier orbital gap (eV): 8.6390
Calculated total energy (Ha): -739.90673
E_LUMO (eV): 0.6

Atoms and positions in Å:
C -4.41871 -0.16651 -0.04419
C -1.00112 0.16493 0.20154
C 2.91351 -0.46747 0.05262
C 4.19877 0.38430 -0.13859
H -5.10179 0.63407 -0.69375
H -4.86690 0.14126 1.24256
H -4.20111 -1.39462 -0.30294
H -1.02954 1.32775 0.65656
H 2.83613 -1.64567 -0.28266
H 4.69481 -0.03084 -1.08723
H 3.93320 1.48031 -0.40468
H 5.10813 0.22592 0.50949
N -2.16988 -0.49353 -0.07107
N 1.80987 0.22279 0.32645
O -3.21062 0.40103 -0.10398
S 0.50525 -0.78374 0.13989

Cartesian forces (eV/Å) of the 6 atoms listed first:
C -3.271 -0.119 2.080
C -3.284 0.834 0.933
C -1.345 1.011 -0.226
C 0.713 -0.626 -2.013
H 1.273 -2.983 1.245
H 0.929 -1.724 -3.639

Atom charges from the natural (NBO) analysis, given in e for atoms 1 to 5: -0.266 -0.170 0.092 -0.686 0.209